Formula: C11H33BaNO12P
Source: the OMol25 dataset
Level of theory: ωB97M-V/def2-TZVPD

Last column: Löwdin charge in e.
Atoms and positions in Å:
Ba  0.30672  0.70797  1.29059  1.96
P  -2.24454  1.44197  3.00596  -0.20
O  -1.54547  0.04317  3.05366  -0.64
O  -3.30272  1.38166  1.87636  -0.47
O  -1.06019  2.42152  2.73223  -0.65
O  -2.87231  1.47280  4.39846  -0.49
C  2.29414  -1.83275  3.36502  -0.16
O  0.97760  -1.41394  3.00389  -0.24
H  3.10009  -1.11696  3.22520  0.07
H  2.34230  -2.16108  4.40941  0.08
H  2.55525  -2.75662  2.83000  0.07
H  0.44717  -2.09666  3.42810  0.09
C  -3.17454  -3.03291  1.26783  -0.05
C  -1.93049  -2.43582  0.58349  -0.41
C  -1.72909  -3.04814  -0.80713  -0.21
O  -0.55421  -2.59203  -1.44553  -0.20
C  -0.37807  -3.17627  -2.70346  -0.13
N  -1.96451  -0.95565  0.60853  -0.06
H  -3.45065  -2.32291  2.04650  0.09
H  -3.01731  -4.07281  1.55285  0.07
H  -4.02759  -3.01020  0.57783  0.07
H  -1.04109  -2.71976  1.16217  0.12
H  -2.58856  -2.78547  -1.44029  0.13
H  -1.74572  -4.13762  -0.69011  0.13
H  -1.26493  -3.02289  -3.33296  0.09
H  -0.16450  -4.25186  -2.68347  0.09
H  0.46498  -2.70503  -3.21329  0.08
H  -2.37254  -0.46181  1.42623  0.01
H  -2.78289  -0.74805  0.02377  0.07
C  -2.23385  2.37016  -2.08339  -0.26
C  -1.81407  0.95865  -2.12983  -0.23
O  -0.62561  0.47426  -1.48500  -0.19
O  -2.82999  2.76207  -0.85297  -0.02
H  -2.90799  2.54246  -2.92624  0.12
H  -1.33912  2.98416  -2.27983  0.11
H  -1.72839  0.61284  -3.17016  0.12
H  -2.66096  0.40284  -1.70591  0.12
H  -0.69057  -0.49180  -1.46356  0.03
H  -2.38887  3.58279  -0.62622  0.07
C  3.54994  -0.34653  -0.69599  -0.22
C  4.00964  -1.71299  -0.27486  -0.25
O  4.94351  -1.60626  0.79340  -0.06
O  2.82306  0.27210  0.35856  -0.24
H  2.93995  -0.32106  -1.59945  0.13
H  4.41591  0.23334  -1.03467  0.13
H  4.40840  -2.25151  -1.15448  0.12
H  3.27842  -2.49872  -0.04134  0.12
H  5.18663  -2.49627  1.05959  0.09
H  3.45052  0.53497  1.04477  0.09
C  1.30553  3.49085  -1.04258  -0.27
C  1.62991  4.97650  -1.00858  -0.22
O  0.49629  5.74032  -1.43678  -0.07
O  0.27569  3.03445  -0.21990  -0.18
H  2.23791  2.98144  -0.75041  0.11
H  1.23400  3.20588  -2.10280  0.13
H  2.47747  5.19662  -1.65698  0.12
H  1.91031  5.36621  -0.02245  0.13
H  -0.20592  5.69599  -0.78224  0.08
H  -0.42407  3.69435  -0.26159  0.07

Cartesian forces (eV/Å) of the 6 atoms listed first:
-3.04 0.41 1.75
-2.36 -1.51 2.57
2.29 -1.71 -1.71
0.91 0.28 -0.57
1.00 0.66 -1.25
-0.06 1.71 -0.17

## Properties
Net charge: -1
HOMO level in eV: -1.3397
2S+1: 1

Formula: C11H33N11O22
Source: the OMol25 dataset
Level of theory: ωB97M-V/def2-TZVPD

Last column: Löwdin charge in e.
Atoms and positions in Å:
C  2.04327  -0.06376  -4.30819  0.02
N  2.13423  -1.16017  -5.27604  -0.44
O  1.82400  -2.23759  -4.86499  0.09
O  2.58321  -0.86760  -6.40427  0.04
H  1.39717  0.66971  -4.79057  0.07
H  3.02257  0.33473  -4.04310  0.10
H  1.56173  -0.41482  -3.39552  0.08
C  -1.84687  -3.04391  3.78761  0.05
N  -3.04455  -3.82062  4.32380  -0.41
O  -2.84377  -4.36358  5.40756  0.05
O  -4.03302  -3.93586  3.59882  0.05
H  -1.96408  -2.39751  2.91783  0.07
H  -1.01322  -3.73598  3.66853  0.10
H  -1.68979  -2.38767  4.64363  0.08
C  -0.74113  1.37678  5.57951  0.07
N  0.14647  0.95534  4.42367  -0.42
O  1.13435  0.24122  4.64121  0.05
O  -0.20833  1.23629  3.31243  0.05
H  -1.30760  0.53571  5.97927  0.10
H  -1.41843  2.15362  5.22469  0.08
H  -0.07975  1.83476  6.31499  0.10
C  0.10015  0.39515  -0.28536  0.03
N  0.02202  -1.08746  -0.28957  -0.37
O  -0.08224  -1.60361  -1.45285  0.02
O  -0.05011  -1.62219  0.79886  0.06
H  -0.11648  0.87723  0.66794  0.07
H  -0.50509  0.88139  -1.05045  0.08
H  1.14292  0.56663  -0.55244  0.09
C  2.83274  -2.54455  2.65409  0.04
N  4.31380  -2.70086  2.95238  -0.46
O  4.62835  -3.22145  3.98811  0.06
O  5.07062  -2.40784  2.07211  0.07
H  2.55874  -1.68687  3.26843  0.07
H  2.26651  -3.40121  3.01963  0.09
H  2.63749  -2.47696  1.58385  0.09
C  -3.97636  -4.91560  0.17021  0.05
N  -2.74025  -4.14608  -0.11258  -0.44
O  -2.49124  -3.24998  0.64093  0.06
O  -1.99898  -4.56459  -0.96864  0.07
H  -3.68006  -5.95812  0.28621  0.10
H  -4.59149  -4.93359  -0.72945  0.10
H  -4.46980  -4.40990  1.00020  0.09
C  -1.91025  -2.44935  -3.90368  0.03
N  -3.24302  -1.87244  -3.95258  -0.44
O  -3.96124  -1.97988  -2.94497  0.03
O  -3.58666  -1.28232  -4.94020  0.07
H  -1.23703  -1.71411  -4.34447  0.09
H  -1.91653  -3.29247  -4.59449  0.11
H  -1.58271  -2.79190  -2.92210  0.07
C  -1.34954  3.43402  -4.76220  0.04
N  -1.10644  1.94572  -4.58775  -0.39
O  -0.97532  1.53820  -3.42262  0.02
O  -1.19563  1.22468  -5.58612  0.06
H  -0.77190  3.96604  -5.51810  0.10
H  -1.38134  3.90523  -3.77984  0.09
H  -2.34259  3.51783  -5.20372  0.10
C  -1.28093  4.08212  1.33612  0.04
N  -2.31564  3.20263  1.97861  -0.41
O  -2.52693  2.18044  1.32301  0.05
O  -2.86074  3.48840  3.05770  0.04
H  -0.25639  3.79865  1.57706  0.09
H  -1.52625  5.06369  1.74164  0.09
H  -1.33350  4.16504  0.25055  0.09
C  2.95653  4.28591  -2.30622  0.04
N  1.93421  3.36656  -2.83157  -0.41
O  2.12197  2.97214  -3.96652  0.07
O  0.92089  3.13520  -2.17364  0.04
H  3.83031  4.27942  -2.95781  0.10
H  3.19427  3.88331  -1.32159  0.10
H  2.66324  5.33086  -2.40702  0.11
C  3.40501  2.67343  2.72060  0.05
N  3.61595  1.19529  2.60862  -0.41
O  3.05712  0.57500  1.70737  0.05
O  4.45180  0.74197  3.41786  0.05
H  3.79818  2.87111  3.71782  0.10
H  2.31876  2.75621  2.75671  0.08
H  3.86432  3.10469  1.83114  0.10

Cartesian forces (eV/Å) of the 6 atoms listed first:
-0.80 0.85 0.54
1.64 1.26 -1.18
-0.32 -1.34 -0.47
-0.93 -0.84 1.70
0.38 0.20 0.19
-0.02 -0.06 -0.56

## Properties
HOMO level in eV: -10.4191
2S+1: 1
Energy above the lowest of the compared OMol25 structures with the same formula, charge and spin in eV: 2.6146

Formula: C11H33N2O12
Source: the OMol25 dataset
Level of theory: ωB97M-V/def2-TZVPD

Last column: Löwdin charge in e.
Atoms and positions in Å:
N  1.27899  -1.69380  2.62518  0.07
H  -0.41692  -1.40282  3.85483  0.04
H  1.70782  -1.21312  1.90672  -0.03
H  1.18530  -2.68066  2.39317  0.03
H  1.81375  -1.52856  3.45241  0.02
C  5.05252  1.68633  2.66696  -0.82
O  5.21897  0.31990  2.49571  0.05
O  4.20122  2.35331  2.04452  -0.08
O  5.85958  2.34503  3.39467  -0.13
C  -1.29805  -2.23830  5.44480  -0.69
O  -1.15737  -1.21655  4.48920  -0.05
O  -2.23411  -2.30688  6.35789  -0.16
O  -0.59767  -3.30242  5.00232  -0.22
C  2.19798  -4.74013  -1.34911  -0.09
C  2.21688  -3.41121  -2.14035  -0.58
C  1.10261  -2.47559  -1.50050  -0.06
O  3.45467  -2.94005  -1.96669  -0.15
H  1.30126  -5.36110  -1.22608  0.06
H  2.42232  -4.43780  -0.33765  0.06
H  3.00590  -5.36864  -1.76462  0.06
H  1.87917  -3.49046  -3.21097  0.12
H  1.11272  -2.51171  -0.41684  0.05
H  0.10566  -2.88936  -1.74218  0.06
H  1.09882  -1.44982  -1.85158  0.05
H  3.76630  -1.89564  -2.22113  0.02
O  3.99823  -0.55928  -2.50266  -0.39
H  4.60646  -0.13917  1.96949  0.05
H  3.12524  -0.22379  -2.36509  -0.13
O  2.48048  1.00354  -0.36524  -0.15
H  2.87111  1.56555  0.41040  0.05
H  3.22012  0.64782  -0.89625  -0.01
O  -3.62175  -2.36731  1.54219  -0.10
H  -3.47563  -1.47871  1.94157  0.03
H  -3.23289  -2.95649  2.22627  0.05
C  -3.95678  2.94519  0.75765  -0.10
O  -3.58544  1.65289  1.27661  -0.21
C  -2.22621  1.37625  1.46982  -0.22
C  -1.40022  0.99109  0.24239  -0.19
N  -1.43071  2.08381  -0.72720  -0.09
C  -0.86405  1.93753  -2.06222  -0.16
C  -1.54166  3.00381  -2.98609  -0.25
O  -2.58811  2.36607  -3.63874  -0.19
C  -3.33110  3.25570  -4.48003  -0.11
H  -5.01465  3.08024  1.02413  0.08
H  -3.61068  3.12348  -0.24628  0.05
H  -3.39708  3.59207  1.47947  0.08
H  -2.18085  0.53316  2.17741  0.12
H  -1.75414  2.28678  1.84644  0.11
H  -1.80745  0.10586  -0.26180  0.12
H  -0.36981  0.67370  0.51850  0.12
H  -1.05121  2.87274  -0.22001  0.11
H  -1.14114  0.93151  -2.40717  0.12
H  0.24812  1.96740  -2.05181  0.12
H  -0.74722  3.36026  -3.64920  0.11
H  -1.90855  3.85327  -2.41236  0.11
H  -2.63691  3.74302  -5.18213  0.08
H  -3.87909  3.96048  -3.84022  0.08
H  -4.07476  2.66159  -4.98853  0.07

Cartesian forces (eV/Å) of the 6 atoms listed first:
-1.59 -1.01 1.15
-0.56 -0.50 0.85
0.96 1.16 -2.01
0.21 0.36 0.39
0.27 -0.39 0.55
0.92 3.65 0.17

## Properties
Net charge: -3
HOMO level in eV: -0.1631
2S+1: 1

HOMO-LUMO gap per entry: 2.820, 9.500, 5.369 eV